1.
A molecular structure, C58H86N2O2PTi at a distorted geometry. Source: OMol25; level of theory: ωB97M-V/def2-TZVPD.

Max |F| ... 2.6 eV Å⁻¹
⟨S²⟩ ... 0.767
Spin multiplicity ... 2
ΔE to the lowest compared entry with this formula, charge and spin ... 0.0 kcal per mole
HOMO-LUMO gap (spin up / spin down) ... 5.5 / 6.6 eV

Last column: Mulliken spin population.
Geometry (Å):
Ti 1.0504 0.1792 -0.8360  -0.038
C 0.8359 -3.6212 5.3441  0.005
C 0.3786 -4.1817 3.9988  0.003
C 1.1478 -5.4804 3.7244  0.000
C -1.1227 -4.4893 4.0835  -0.004
C 0.6079 -3.2024 2.8520  -0.040
C 0.3228 -3.5969 1.5198  0.105
C 0.4638 -2.6826 0.5107  -0.002
N 0.8747 -1.4204 0.6905  0.144
C 1.2501 -1.0467 1.9438  0.076
C 1.0774 -1.9305 3.0402  0.088
C 1.8215 0.2496 2.0425  0.229
C 2.3088 0.7847 3.2613  0.047
C 2.9084 2.0070 3.3209  0.014
C 3.0146 2.7288 2.0918  0.084
C 2.5081 2.1986 0.9495  0.014
N 1.8982 0.9811 0.8651  0.149
C 3.4277 2.6304 4.6096  0.013
C 3.3275 1.6768 5.7985  0.007
C 2.5973 3.8857 4.9148  0.004
C 4.8991 3.0295 4.4305  0.007
H 0.6743 -4.3682 6.1227  0.000
H 0.2740 -2.7289 5.6219  0.000
H 1.8973 -3.3705 5.3352  0.000
H 1.0211 -6.1710 4.5600  0.000
H 2.2131 -5.2824 3.6020  0.001
H 0.7946 -5.9804 2.8241  0.001
H -1.3146 -5.2240 4.8673  0.000
H -1.4979 -4.8921 3.1427  0.001
H -1.6895 -3.5852 4.3129  0.004
H -0.0150 -4.5946 1.2810  0.016
H 0.2402 -2.9606 -0.5134  -0.006
H 1.3386 -1.5935 4.0300  0.023
H 2.2092 0.1918 4.1561  0.011
H 3.4774 3.7032 2.0459  0.022
H 2.5530 2.7367 0.0109  0.003
H 2.2925 1.4096 6.0163  -0.001
H 3.7367 2.1588 6.6875  0.000
H 3.8902 0.7586 5.6248  0.000
H 1.5495 3.6251 5.0720  0.002
H 2.6460 4.6026 4.0954  0.002
H 2.9687 4.3761 5.8163  -0.001
H 5.5056 2.1652 4.1577  0.000
H 5.2893 3.4414 5.3629  -0.001
H 5.0252 3.7844 3.6565  0.001
C 4.6477 -0.0999 -1.3073  0.001
C 4.5849 -1.6250 -1.3413  0.001
C 4.1705 -2.1893 0.0206  -0.022
C 3.7588 -2.2223 -2.4666  0.004
C 4.3583 -3.1813 -3.2810  0.000
C 3.6683 -3.8043 -4.3053  0.000
C 2.3409 -3.4664 -4.5161  0.001
C 1.6892 -2.5189 -3.7306  0.005
C 0.2334 -2.2303 -4.0563  0.000
C -0.7450 -2.6996 -2.9806  0.003
C -0.0437 -0.7837 -4.4534  -0.001
C 2.4262 -1.9059 -2.7099  -0.011
O 1.8469 -0.9570 -1.9408  0.013
H 5.3778 0.2145 -0.5576  0.001
H 3.6898 0.3535 -1.0343  0.006
H 4.9579 0.3114 -2.2686  0.000
H 5.6069 -1.9675 -1.5359  0.000
H 3.1814 -1.8242 0.3129  0.022
H 4.8817 -1.8801 0.7887  0.000
H 4.1340 -3.2789 0.0027  0.000
H 5.3968 -3.4330 -3.1009  0.000
H 4.1554 -4.5410 -4.9284  0.000
H 1.7847 -3.9435 -5.3145  0.000
H 0.0331 -2.8420 -4.9420  0.000
H -0.7084 -2.0638 -2.0909  -0.001
H -0.5530 -3.7314 -2.6812  0.000
H -1.7654 -2.6495 -3.3695  0.000
H 0.0462 -0.1001 -3.6053  -0.003
H -1.0618 -0.7006 -4.8448  0.000
H 0.6446 -0.4472 -5.2273  0.000
C 2.3335 3.7880 -2.5499  -0.001
C 1.2438 2.7748 -2.9608  -0.006
C -0.0186 3.5736 -3.3280  -0.002
C 0.9411 1.8719 -1.7743  -0.017
C 1.7797 1.9811 -4.1470  0.001
C 1.3474 2.1588 -5.4577  0.000
C 1.8835 1.4058 -6.4981  0.000
C 2.8559 0.4520 -6.2456  0.000
C 3.2956 0.2633 -4.9404  0.000
C 2.7681 1.0269 -3.9151  0.001
H 1.9898 4.3910 -1.7062  0.001
H 2.5753 4.4568 -3.3800  0.000
H 3.2483 3.2721 -2.2562  0.001
H -0.3875 4.0843 -2.4366  0.000
H -0.8089 2.9165 -3.7012  0.000
H 0.1770 4.3381 -4.0835  0.000
H 0.4445 2.5301 -1.0235  0.013
H 0.5744 2.8756 -5.6895  0.000
H 1.5262 1.5622 -7.5075  0.000
H 3.2601 -0.1462 -7.0510  0.000
H 4.0391 -0.4923 -4.7207  0.000
H 3.0958 0.8622 -2.8950  0.003
O -1.0406 0.1722 -0.4842  -0.027
P -2.3357 0.8413 -0.0816  -0.008
C -3.5463 -0.5051 0.0807  0.006
C -2.9062 -1.7488 0.7489  -0.015
C -3.9772 -2.7139 1.2638  -0.002
C -5.1584 -2.7635 0.3018  0.002
C -5.8779 -1.4045 0.2368  0.000
C -4.9535 -0.2416 0.6263  0.000
C -1.8899 1.8627 1.3698  0.007
C -2.7825 2.9946 1.8960  0.002
C -3.8695 2.5370 2.8599  0.000
C -3.2664 1.7581 4.0265  0.001
C -2.4194 0.5870 3.5350  0.005
C -1.3413 1.0312 2.5495  -0.014
C -2.7872 1.9219 -1.4774  0.001
C -2.9274 1.0589 -2.7582  -0.001
C -4.3913 0.8468 -3.1327  0.000
C -5.0542 2.1794 -3.5069  0.000
C -4.4262 3.3493 -2.7415  0.000
C -3.9521 2.9260 -1.3521  0.000
H -3.6729 -0.7549 -0.9793  0.000
H -2.2289 -1.4754 1.5565  0.024
H -2.2860 -2.2482 0.0085  -0.015
H -4.3241 -2.4083 2.2561  0.001
H -3.5373 -3.7041 1.3868  -0.001
H -5.8612 -3.5461 0.5893  0.000
H -4.7859 -3.0360 -0.6895  0.000
H -6.7461 -1.4062 0.8984  0.000
H -6.2591 -1.2395 -0.7737  0.000
H -4.9178 -0.1527 1.7108  0.000
H -5.3686 0.6957 0.2527  0.000
H -1.0158 2.3320 0.8878  0.000
H -3.2032 3.5869 1.0886  0.000
H -2.1123 3.6655 2.4449  0.000
H -4.5968 1.9187 2.3342  0.000
H -4.4146 3.4079 3.2290  0.000
H -4.0509 1.4065 4.6997  0.000
H -2.6333 2.4355 4.6088  0.000
H -3.0688 -0.1536 3.0678  -0.004
H -1.9428 0.0811 4.3773  0.001
H -0.7647 0.1738 2.1861  0.031
H -0.6258 1.6666 3.0821  0.008
H -1.8497 2.4849 -1.5815  0.004
H -2.3916 0.1180 -2.6501  0.000
H -2.4227 1.5751 -3.5795  0.001
H -4.9285 0.3947 -2.2955  0.000
H -4.4675 0.1385 -3.9597  0.000
H -6.1250 2.1305 -3.2967  0.000
H -4.9568 2.3534 -4.5800  0.000
H -5.1363 4.1740 -2.6610  0.000
H -3.5645 3.7377 -3.2911  0.000
H -4.7943 2.5094 -0.7937  0.000
H -3.6229 3.8093 -0.8071  0.000

---

2.
16 unconnected molecules or ions with the total composition C58H87N5O20 at a distorted geometry. Source: OMol25; level of theory: ωB97M-V/def2-TZVPD.

Max |F| ... 7.4 eV Å⁻¹
Spin multiplicity ... 1
HOMO-LUMO gap ... 7.0 eV

Last column: Löwdin charge in e.
Geometry (Å):
O 7.1295 2.0516 -3.1805  0.096
C 6.3777 1.4389 -2.4336  -0.502
O 6.8583 0.6091 -1.5205  0.062
C 5.8252 -0.0681 -0.8734  -0.148
C 4.5735 0.2143 -1.7418  -0.121
C 4.9070 1.4857 -2.5049  -0.076
H 5.7243 0.2733 0.1568  0.102
H 6.0104 -1.1420 -0.8489  0.123
H 3.6306 0.2440 -1.1958  0.092
H 4.4304 -0.5725 -2.4826  0.109
H 4.5162 2.4076 -2.0744  0.105
H 4.5697 1.5505 -3.5394  0.124
O -2.4499 -0.5586 -4.8808  0.068
C -2.4800 0.6260 -4.5024  -0.420
O -2.6870 1.6291 -5.3412  0.074
C -2.4768 2.8918 -4.6628  -0.123
C -2.4194 2.5516 -3.1895  -0.198
C -2.0443 1.1319 -3.1096  -0.065
H -3.1784 3.7032 -4.8567  0.131
H -1.5007 3.3477 -4.8286  0.110
H -3.3649 2.8046 -2.7099  0.108
H -1.7130 3.1804 -2.6475  0.105
H -2.6160 0.6980 -2.2893  0.108
H -0.9660 1.0607 -2.9670  0.113
O -1.2806 -2.5458 -0.8537  0.079
C -1.7843 -2.8645 -1.9355  -0.434
O -1.0674 -3.5134 -2.8710  0.017
C -1.9161 -4.0054 -3.9239  -0.143
C -3.3051 -3.6812 -3.5299  -0.174
C -3.2354 -2.7749 -2.3175  -0.063
H -1.8563 -5.0770 -4.1140  0.136
H -1.6730 -3.4075 -4.8023  0.123
H -3.9395 -4.5621 -3.4313  0.112
H -3.7703 -3.2299 -4.4062  0.118
H -3.8527 -3.1098 -1.4839  0.115
H -3.4815 -1.7689 -2.6573  0.115
O -3.7706 4.0896 6.3080  0.089
C -2.9378 3.9748 5.3899  -0.387
O -3.1154 4.4132 4.0685  -0.005
C -2.0025 4.2186 3.2351  -0.175
C -1.1719 3.1289 3.9908  -0.137
C -1.5254 3.4198 5.4632  -0.076
H -1.3245 5.0674 3.1454  0.116
H -2.2509 3.8448 2.2418  0.106
H -0.0961 3.1522 3.8170  0.104
H -1.4131 2.1125 3.6797  0.083
H -0.8995 4.1957 5.9042  0.133
H -1.4918 2.5618 6.1346  0.106
O 0.7252 0.6885 -1.1624  0.081
C 0.4276 0.2047 -0.1013  -0.431
O -0.8451 0.4074 0.4595  -0.018
C -1.1126 -0.4514 1.5826  -0.160
C 0.3174 -0.8665 2.0108  -0.123
C 1.2797 -0.6778 0.7746  -0.036
H -1.7788 -1.2886 1.3742  0.090
H -1.5100 0.1321 2.4131  0.089
H 0.4144 -1.8533 2.4636  0.097
H 0.5651 -0.1845 2.8242  0.090
H 1.5458 -1.5921 0.2441  0.120
H 2.2272 -0.2471 1.0984  0.091
O 4.0144 -2.6723 -5.6671  0.087
C 3.0155 -2.1858 -5.1476  -0.483
O 3.0578 -0.9607 -4.6524  0.029
C 1.8001 -0.5584 -4.1456  -0.124
C 0.8197 -1.5619 -4.7847  -0.154
C 1.6037 -2.7543 -5.2254  -0.065
H 1.6179 0.4734 -4.4462  0.119
H 1.9119 -0.6673 -3.0668  0.107
H 0.1799 -1.2169 -5.5970  0.115
H 0.0925 -1.8302 -4.0183  0.086
H 1.3395 -3.1399 -6.2101  0.134
H 1.5420 -3.5785 -4.5147  0.100
O 0.2931 -5.0103 1.5108  0.077
C -0.8465 -5.2991 1.1362  -0.395
O -1.0847 -6.1335 0.0455  -0.002
C -2.4964 -6.3806 -0.1769  -0.127
C -3.0784 -5.9943 1.1953  -0.146
C -2.1926 -4.8463 1.7030  -0.064
H -2.6009 -7.4535 -0.3384  0.129
H -2.8928 -5.7843 -0.9986  0.113
H -2.8554 -6.8369 1.8499  0.121
H -4.1484 -5.8200 1.0823  0.114
H -2.0018 -4.8038 2.7753  0.121
H -2.5175 -3.8973 1.2765  0.110
O -3.7959 0.7349 5.6928  0.074
C -4.7265 0.7160 4.9000  -0.501
O -5.9351 0.6763 5.3373  0.084
C -6.8645 0.5589 4.2214  -0.102
C -6.0684 1.0271 3.0079  -0.143
C -4.5989 0.8552 3.3826  -0.056
H -7.7006 1.2565 4.2682  0.128
H -7.2076 -0.4757 4.2326  0.129
H -6.2917 2.0658 2.7644  0.125
H -6.3054 0.4146 2.1379  0.097
H -3.9970 1.7257 3.1217  0.115
H -4.0543 -0.0308 3.0562  0.111
O 2.9668 2.9559 -5.2137  0.127
C 2.3766 3.7746 -4.5626  -0.603
O 2.3123 4.9034 -5.0774  0.095
C 1.6212 5.8873 -4.3037  -0.123
C 0.9038 5.0575 -3.2659  -0.143
C 1.7679 3.7942 -3.2266  -0.061
H 0.8357 6.3381 -4.9103  0.129
H 2.2096 6.6346 -3.7713  0.133
H -0.0653 4.8532 -3.7211  0.096
H 0.8124 5.5926 -2.3208  0.110
H 1.3039 2.8331 -3.0051  0.114
H 2.5589 3.9218 -2.4877  0.127
C 4.5783 -3.5280 0.9140  -0.132
O 5.7125 -2.6655 1.1928  -0.129
H 3.8621 -3.1019 0.2113  0.062
H 4.8916 -4.5487 0.6947  0.077
H 3.9555 -3.6607 1.7986  0.059
H 5.3459 -1.8527 1.5484  0.012
C 3.4809 -1.0271 3.2722  -0.153
O 4.2152 -0.4738 2.2351  -0.153
H 2.8805 -1.8728 2.9370  0.076
H 4.2339 -1.4450 3.9404  0.096
H 2.8484 -0.2808 3.7528  0.071
H 4.4401 0.4434 2.4074  0.049
N 2.1303 -5.3781 -0.7229  0.027
C 3.1363 -6.2603 -1.0276  -0.153
C 3.7224 -5.9800 -2.2473  -0.075
C 3.0052 -4.8492 -2.6169  -0.142
C 2.0885 -4.4192 -1.6787  -0.132
H 1.5423 -5.3064 0.0952  0.088
H 3.2647 -7.1105 -0.3740  0.104
H 4.4745 -6.5549 -2.7671  0.099
H 3.2491 -4.2067 -3.4501  0.070
H 1.4121 -3.5866 -1.5536  0.100
N -0.7459 5.0709 0.2886  0.008
C -0.4480 6.3270 0.7609  -0.175
C 0.8551 6.4376 1.1641  -0.095
C 1.3743 5.1200 1.0692  -0.094
C 0.4080 4.3128 0.4466  -0.125
H -1.6558 4.8009 -0.0567  0.141
H -1.2605 7.0376 0.7247  0.110
H 1.3071 7.2983 1.6345  0.097
H 2.3766 4.7813 1.2862  0.074
H 0.4495 3.3250 0.0119  0.094
N 5.1984 2.9553 1.0194  0.061
C 3.9064 2.5195 0.9888  -0.177
C 3.4200 2.4391 2.2527  -0.166
C 4.4098 2.8783 3.1636  -0.083
C 5.5119 3.0926 2.3819  -0.107
H 5.7943 3.1610 0.2303  0.152
H 3.3704 2.3705 0.0631  0.110
H 2.3736 2.1985 2.3696  0.101
H 4.2088 3.0230 4.2148  0.103
H 6.5099 3.4488 2.5905  0.110
N -5.8696 -1.0169 -0.3711  0.019
C -4.7279 -0.3062 -0.0168  -0.151
C -4.8015 0.9521 -0.5399  -0.137
C -6.0396 1.0805 -1.1533  -0.092
C -6.6590 -0.1768 -1.0497  -0.145
H -6.1612 -1.9500 -0.1174  0.152
H -4.0237 -0.8153 0.6245  0.098
H -4.0577 1.7135 -0.3570  0.099
H -6.4469 1.9151 -1.7045  0.094
H -7.6072 -0.4942 -1.4576  0.110
N -1.1642 -0.6469 5.3729  0.038
C -0.9814 -2.0170 5.0804  -0.136
C 0.3313 -2.3246 5.2097  -0.124
C 0.9731 -1.1558 5.7309  -0.107
C 0.0445 -0.1118 5.6975  -0.137
H -2.0593 -0.1810 5.3297  0.088
H -1.7278 -2.6945 4.6929  0.097
H 0.7416 -3.3205 5.1312  0.100
H 1.9742 -0.9306 6.0677  0.089
H 0.0472 0.9215 6.0118  0.097

---

no.,total energy (eV)
1,-101025.7992
2,-109954.8854